A structure of composition C32H25ClCoF15GeN2O2S. Source: OMol25; level of theory: ωB97M-V with the def2-TZVPD basis set.

```
! RIJCOSX wB97M-V def2-TZVPD def2/J DEFGRID3
* xyz -1 2
Co -0.40 -0.18 -0.17
C 0.55 1.98 1.08
C 2.16 1.66 -0.06
C 3.00 0.88 0.63
C 2.02 0.19 1.60
C 0.60 0.63 1.75
C -0.17 0.38 3.02
C 2.57 -0.88 2.50
C 4.45 0.59 0.46
C 1.27 2.63 -1.81
C 0.69 3.09 2.15
H 0.40 0.68 3.89
H -0.43 -0.68 3.11
H -1.10 0.95 2.99
H 3.09 -0.41 3.34
H 3.29 -1.50 1.96
H 1.77 -1.51 2.88
H 4.86 1.23 -0.31
H 4.60 -0.45 0.16
H 4.99 0.76 1.39
H 2.26 2.49 -2.23
H 1.16 3.37 0.09
H 0.69 3.05 -2.64
H 1.48 2.82 2.85
H -0.22 3.39 2.66
H 1.06 3.91 1.52
N -0.77 0.02 -2.27
C -2.16 -0.36 -2.52
C -2.46 -1.66 -1.80
N -2.13 -1.49 -0.38
H -0.60 0.97 -2.60
H -0.12 -0.60 -2.75
H -2.37 -0.46 -3.59
H -2.79 0.42 -2.10
H -1.82 -2.45 -2.20
H -3.50 -1.94 -1.96
H -2.07 -2.40 0.07
H -2.84 -0.94 0.09
F 1.42 -7.02 0.11
C 0.36 -6.52 0.76
C 0.16 -5.15 0.80
C -0.92 -4.71 1.55
F -1.13 -3.39 1.68
C -1.79 -5.57 2.18
F -2.84 -5.11 2.87
C -1.57 -6.93 2.10
F -2.40 -7.78 2.70
C -0.48 -7.41 1.39
F -0.26 -8.73 1.33
Ge 1.42 -3.91 -0.16
S 1.13 -1.90 -0.77
C 3.10 -4.15 0.90
C 3.17 -4.63 2.19
F 2.06 -5.04 2.83
C 4.37 -4.71 2.89
F 4.40 -5.20 4.13
C 5.53 -4.27 2.29
F 6.69 -4.35 2.95
C 5.49 -3.73 1.02
F 6.61 -3.28 0.45
C 4.28 -3.67 0.35
F 4.26 -3.13 -0.87
C 1.60 -5.02 -1.82
C 2.74 -5.62 -2.34
F 3.88 -5.64 -1.64
C 2.73 -6.28 -3.56
F 3.84 -6.87 -4.02
C 1.56 -6.36 -4.29
F 1.54 -7.00 -5.46
C 0.40 -5.78 -3.80
F -0.74 -5.87 -4.49
C 0.45 -5.13 -2.58
F -0.69 -4.62 -2.10
Cl 0.84 2.26 -0.35
C -0.60 2.73 -0.55
C -1.74 2.49 0.40
O -2.37 3.39 0.94
O -2.02 1.17 0.46
H 0.42 1.11 -0.59
H -1.08 3.18 -1.43
*
```

Computed properties:
* LUMO energy (alpha / beta): 0.0665 / 0.0668 Ha
* relative energy (zero: lowest compared OMol25 entry of this formula, charge and spin): 636.8 kcal/mol
* HOMO energy (alpha / beta): -3.421 / -3.431 eV
* HOMO-LUMO gap (alpha / beta): 5.2 / 5.2 eV

A structure of composition C32H25ClCoF15GeN2O2S. Source: OMol25; level of theory: ωB97M-V with the def2-TZVPD basis set.

```
! RIJCOSX wB97M-V def2-TZVPD def2/J DEFGRID3
* xyz -1 2
Co -0.78 -0.81 0.34
C -0.92 -2.44 1.75
C -0.07 -2.98 0.75
C 1.15 -2.27 0.81
C 1.11 -1.41 1.96
C -0.15 -1.51 2.54
C -0.69 -0.75 3.71
C 2.26 -0.55 2.39
C 2.34 -2.51 -0.06
C -0.38 -4.08 -0.21
C -2.29 -2.93 2.12
H -1.71 -0.42 3.52
H -0.08 0.14 3.93
H -0.71 -1.35 4.62
H 1.97 0.13 3.19
H 2.66 0.04 1.56
H 3.09 -1.15 2.77
H 2.08 -2.48 -1.12
H 2.79 -3.49 0.14
H 3.10 -1.75 0.10
H -1.46 -4.24 -0.28
H 0.08 -5.02 0.11
H -0.02 -3.85 -1.21
H -2.95 -2.11 2.40
H -2.25 -3.64 2.96
H -2.76 -3.45 1.28
N -0.23 1.23 1.21
C -0.26 2.25 0.16
C -1.05 1.71 -1.02
N -0.55 0.36 -1.32
H -0.87 1.43 1.97
H 0.69 1.14 1.60
H 0.77 2.43 -0.16
H -0.68 3.20 0.49
H -0.96 2.38 -1.88
H -2.10 1.62 -0.76
H 0.41 0.40 -1.68
H -1.13 -0.10 -2.02
F 5.68 3.38 -4.48
C 5.46 4.06 -3.35
C 4.67 3.49 -2.37
C 4.48 4.24 -1.22
F 3.72 3.78 -0.22
C 5.05 5.49 -1.05
F 4.84 6.19 0.07
C 5.84 6.02 -2.06
F 6.39 7.23 -1.91
C 6.05 5.30 -3.22
F 6.81 5.81 -4.19
Ge 3.83 1.71 -2.71
S 2.69 0.83 -1.18
C 2.75 2.18 -4.35
C 3.08 1.85 -5.66
F 4.21 1.18 -5.93
C 2.28 2.18 -6.74
F 2.63 1.84 -7.98
C 1.10 2.88 -6.52
F 0.32 3.21 -7.55
C 0.75 3.24 -5.23
F -0.38 3.93 -5.02
C 1.58 2.89 -4.18
F 1.22 3.29 -2.96
C 5.28 0.48 -3.31
C 4.90 -0.69 -3.94
F 3.60 -0.88 -4.24
C 5.80 -1.68 -4.29
F 5.39 -2.80 -4.91
C 7.14 -1.50 -4.01
F 8.03 -2.44 -4.34
C 7.56 -0.34 -3.37
F 8.85 -0.17 -3.09
C 6.62 0.62 -3.04
F 7.07 1.72 -2.41
Cl -5.46 -2.30 0.16
C -4.56 -1.36 -1.06
C -3.08 -1.32 -0.69
O -2.28 -2.03 -1.32
O -2.74 -0.51 0.24
H -4.98 -0.36 -1.05
H -4.71 -1.84 -2.01
*
```

Computed properties:
* LUMO energy (alpha / beta): 0.0777 / 0.0777 Ha
* relative energy (zero: lowest compared OMol25 entry of this formula, charge and spin): 0.0 kcal/mol
* HOMO energy (alpha / beta): -4.354 / -4.359 eV
* HOMO-LUMO gap (alpha / beta): 6.5 / 6.5 eV

A structure of composition C32H25ClIN7O5W. Source: OMol25; level of theory: ωB97M-V with the def2-TZVPD basis set.

```
! RIJCOSX wB97M-V def2-TZVPD def2/J DEFGRID3
* xyz 2 1
W 0.04 0.15 0.19
C -0.13 1.87 -2.40
N 0.83 1.89 -1.28
C 0.77 3.21 -0.61
C 0.62 3.15 0.89
C 0.82 4.32 1.62
C 0.70 4.31 3.00
C 0.42 3.09 3.61
C 0.24 1.97 2.83
N 0.30 1.98 1.48
C 2.20 1.56 -1.70
C 2.91 0.83 -0.59
C 4.26 0.55 -0.66
C 4.89 -0.07 0.41
C 4.14 -0.33 1.55
C 2.79 -0.05 1.55
N 2.14 0.47 0.47
C -1.52 1.87 -1.79
C -2.66 2.23 -2.48
C -3.87 2.32 -1.80
C -3.87 2.09 -0.42
C -2.70 1.71 0.20
N -1.53 1.54 -0.47
H 0.03 0.97 -3.02
H -0.01 2.74 -3.06
H -0.08 3.79 -1.01
H 1.67 3.79 -0.84
H 1.04 5.23 1.10
H 0.82 5.21 3.58
H 0.34 3.01 4.69
H 0.00 1.03 3.31
H 2.77 2.46 -1.97
H 2.18 0.92 -2.59
H 4.81 0.82 -1.55
H 5.94 -0.31 0.36
H 4.60 -0.74 2.43
H 2.20 -0.20 2.45
H -2.60 2.47 -3.53
H -4.77 2.59 -2.31
H -4.76 2.23 0.16
H -2.66 1.54 1.27
Cl -2.70 -4.15 -4.63
C -1.66 -3.17 -3.68
C -0.36 -2.95 -4.08
C 0.50 -2.17 -3.32
I 2.52 -1.84 -3.84
C 0.05 -1.55 -2.17
O 0.80 -0.75 -1.42
C -1.27 -1.75 -1.75
N -1.60 -1.10 -0.59
C -2.83 -1.33 -0.11
C -3.76 -2.16 -0.74
C -3.44 -2.77 -1.94
C -2.16 -2.58 -2.48
H -0.01 -3.39 -5.01
H -3.10 -0.84 0.82
H -4.72 -2.31 -0.28
H -4.15 -3.40 -2.45
O -0.63 -3.72 4.66
C 0.32 -4.16 3.87
O 1.00 -5.12 4.12
C 0.58 -3.39 2.60
C 1.54 -3.73 1.66
N 1.56 -2.78 0.71
N 0.67 -1.81 0.98
C 0.05 -2.18 2.12
C -0.99 -1.24 2.59
O -1.68 -1.42 3.57
O -1.06 -0.19 1.81
H -1.12 -2.92 4.37
H 2.19 -4.59 1.65
H 2.13 -2.75 -0.13
*
```

Computed properties:
* LUMO energy (alpha / beta): -0.2393 / -0.2362 Ha
* relative energy (zero: lowest compared OMol25 entry of this formula, charge and spin): 9.9 kcal/mol
* HOMO energy (alpha / beta): -12.610 / -12.537 eV
* HOMO-LUMO gap (alpha / beta): 6.1 / 6.1 eV

A structure of composition C32H25LaN12O3S2. Source: OMol25; level of theory: ωB97M-V with the def2-TZVPD basis set.

```
! RIJCOSX wB97M-V def2-TZVPD def2/J DEFGRID3
* xyz -2 1
La 0.44 0.35 0.08
N 0.58 -3.36 -1.79
C 0.40 -3.54 -0.45
N 0.29 -2.56 0.41
C 0.32 -3.06 1.70
C 0.35 -4.40 1.82
S 0.44 -5.11 0.25
C 0.36 -2.11 2.83
C 0.84 -2.39 4.06
S 0.68 -1.00 5.07
C -0.03 -0.13 3.75
N -0.10 -0.82 2.63
N -0.47 1.12 3.89
H 0.34 -2.42 -2.10
H 0.17 -4.07 -2.38
H 0.32 -4.99 2.72
H 1.33 -3.29 4.38
H -0.07 1.70 4.61
H -0.82 1.57 3.04
O -1.84 -1.78 -1.59
C -2.81 -1.14 -2.40
C -2.55 0.39 -2.32
O -3.20 1.11 -3.08
O -1.67 0.75 -1.47
C -4.22 -1.50 -1.90
C -4.39 -2.63 -1.10
C -5.66 -2.99 -0.66
C -6.77 -2.23 -1.00
C -6.60 -1.10 -1.78
C -5.33 -0.74 -2.23
C -2.56 -1.62 -3.83
C -3.55 -2.13 -4.66
C -3.24 -2.55 -5.96
C -1.94 -2.45 -6.43
C -0.95 -1.92 -5.61
C -1.26 -1.51 -4.32
H -1.63 -1.03 -1.00
H -3.53 -3.21 -0.82
H -5.77 -3.87 -0.03
H -7.75 -2.50 -0.64
H -7.45 -0.49 -2.05
H -5.19 0.15 -2.84
H -4.56 -2.21 -4.30
H -4.03 -2.95 -6.59
H -1.70 -2.77 -7.44
H 0.06 -1.82 -5.97
H -0.50 -1.06 -3.69
N 4.21 -0.10 -1.43
C 2.85 -0.72 -1.30
N 2.62 -0.65 0.18
C 3.78 -0.26 0.78
C 4.07 -0.11 2.13
C 5.35 0.32 2.52
C 6.33 0.57 1.59
C 6.04 0.43 0.21
C 4.79 0.03 -0.17
H 4.79 -0.43 -2.19
H 2.92 -1.78 -1.61
H 3.30 -0.32 2.87
H 5.57 0.45 3.57
H 7.32 0.89 1.90
H 6.79 0.67 -0.55
N -1.36 1.89 1.19
C -1.70 2.95 0.83
N -2.17 4.10 0.49
C -1.49 5.04 -0.14
N -1.00 5.94 -0.67
C 1.72 -0.06 -2.08
H 2.05 0.96 -2.35
H 1.52 -0.58 -3.02
N 1.47 3.06 5.37
C 1.81 3.26 4.27
N 2.23 3.57 3.07
C 1.90 2.87 2.04
N 1.67 2.31 1.04
*
```

Computed properties:
* LUMO energy: 0.1281 Ha
* relative energy (zero: lowest compared OMol25 entry of this formula, charge and spin): 0.0 kcal/mol
* HOMO energy: -1.238 eV
* HOMO-LUMO gap: 4.7 eV

A structure of composition C32H25N2O2PRuS2. Source: OMol25; level of theory: ωB97M-V with the def2-TZVPD basis set.

```
! RIJCOSX wB97M-V def2-TZVPD def2/J DEFGRID3
* xyz 1 2
Ru -0.16 -1.06 -1.21
S -1.53 -2.17 -2.66
C -2.34 -2.62 -1.20
N -1.73 -2.24 -0.10
C -2.50 -2.59 1.02
C -2.18 -2.38 2.35
C -3.06 -2.79 3.33
C -4.26 -3.42 3.00
C -4.59 -3.66 1.67
C -3.70 -3.23 0.69
S -3.85 -3.40 -1.03
H -1.24 -1.92 2.60
H -2.81 -2.64 4.37
H -4.94 -3.74 3.78
H -5.51 -4.16 1.41
O 3.66 2.20 -1.80
C 2.65 2.18 -1.15
O 1.75 1.14 -1.23
C 2.18 3.20 -0.20
C 2.90 4.31 0.20
C 2.32 5.16 1.14
C 1.05 4.88 1.64
C 0.34 3.76 1.22
C 0.92 2.92 0.28
P 0.28 1.31 -0.33
C -1.47 1.75 -0.42
C -1.84 2.99 -0.95
C -3.17 3.32 -1.12
C -4.16 2.42 -0.77
C -3.81 1.18 -0.25
C -2.48 0.84 -0.09
C 0.59 0.17 1.04
C 1.50 -0.87 0.89
C 1.82 -1.70 1.97
C 1.29 -1.42 3.21
C 0.38 -0.36 3.37
C -0.01 0.39 2.29
H 3.89 4.50 -0.20
H 2.85 6.03 1.48
H 0.61 5.54 2.37
H -0.65 3.57 1.62
H -1.08 3.71 -1.24
H -3.44 4.29 -1.54
H -5.20 2.68 -0.90
H -4.58 0.47 0.04
H -2.23 -0.12 0.33
H 2.07 -0.98 -0.04
H 2.52 -2.50 1.84
H 1.57 -2.02 4.07
H -0.02 -0.14 4.36
H -0.72 1.20 2.42
N 0.91 -0.63 -3.05
C 2.22 -1.28 -2.97
C 3.37 -0.67 -3.42
C 4.58 -1.33 -3.30
C 4.64 -2.60 -2.76
C 3.47 -3.22 -2.33
C 2.26 -2.57 -2.44
H 1.01 0.35 -3.30
H 0.40 -1.09 -3.80
H 3.33 0.33 -3.84
H 5.49 -0.84 -3.64
H 5.59 -3.11 -2.67
H 3.50 -4.23 -1.92
H 1.34 -3.07 -2.14
*
```

Computed properties:
* LUMO energy (alpha / beta): -0.1408 / -0.1318 Ha
* relative energy (zero: lowest compared OMol25 entry of this formula, charge and spin): 48.6 kcal/mol
* HOMO energy (alpha / beta): -10.617 / -10.400 eV
* HOMO-LUMO gap (alpha / beta): 6.8 / 6.8 eV

A structure of composition C32H26BF4N4O6PRuSSbSe4. Source: OMol25; level of theory: ωB97M-V with the def2-TZVPD basis set.

```
! RIJCOSX wB97M-V def2-TZVPD def2/J DEFGRID3
* xyz -2 6
Ru 0.10 -0.25 -1.13
O 1.03 -1.65 -0.06
C 1.82 -2.58 -0.52
C 2.82 -3.09 0.34
C 3.70 -4.06 -0.07
C 3.64 -4.58 -1.36
C 2.67 -4.10 -2.22
C 1.75 -3.13 -1.83
C 0.71 -2.71 -2.75
N -0.05 -1.63 -2.67
C -0.92 -1.64 -3.74
C -0.69 -2.76 -4.46
N 0.32 -3.43 -3.82
H 2.87 -2.66 1.33
H 4.46 -4.41 0.62
H 4.35 -5.32 -1.70
H 2.65 -4.48 -3.24
H -1.64 -0.86 -3.88
H -1.13 -3.11 -5.38
H 0.79 -4.25 -4.16
O 2.02 2.30 -1.34
S 3.28 1.04 -1.41
O 2.41 0.11 -2.14
O 3.44 0.69 0.00
C 1.95 3.10 -0.26
C 2.49 4.39 -0.33
C 2.49 5.20 0.78
C 1.97 4.74 1.99
C 1.41 3.48 2.05
C 1.35 2.66 0.92
P 0.54 1.04 0.98
C 1.48 0.13 2.27
C 0.96 -1.02 2.86
C 1.67 -1.71 3.83
C 2.92 -1.27 4.23
C 3.45 -0.13 3.65
C 2.74 0.56 2.68
C -1.07 1.29 1.84
C -1.52 2.51 2.33
C -2.74 2.60 2.98
C -3.54 1.48 3.14
C -3.11 0.26 2.63
C -1.89 0.18 1.97
H 2.91 4.70 -1.28
H 2.90 6.20 0.71
H 1.99 5.37 2.87
H 1.02 3.12 2.99
H 0.00 -1.41 2.55
H 1.24 -2.61 4.26
H 3.48 -1.81 4.99
H 4.44 0.22 3.94
H 3.19 1.42 2.21
H -0.96 3.42 2.15
H -3.09 3.57 3.32
H -4.50 1.56 3.63
H -3.73 -0.62 2.71
H -1.60 -0.77 1.55
F -2.60 4.15 -1.98
B -2.47 3.80 -0.63
F -1.40 2.87 -0.48
F -2.19 4.94 0.15
F -3.66 3.20 -0.17
Se 3.24 2.92 -4.49
Sb 1.64 1.14 -4.60
Se 2.31 -1.05 -5.36
Se -0.07 1.44 -6.49
Se -0.29 1.46 -2.85
C -4.86 0.25 -0.83
N -4.09 -0.95 -0.55
C -4.62 -2.03 0.10
C -3.87 -3.09 0.43
C -2.44 -3.11 0.09
O -1.73 -4.07 0.37
N -1.96 -1.99 -0.54
C -2.74 -0.97 -0.86
O -2.27 0.04 -1.45
H -5.77 0.23 -0.23
H -5.13 0.30 -1.89
H -4.28 1.14 -0.58
H -5.67 -1.95 0.34
H -4.29 -3.94 0.95
*
```

Computed properties:
* LUMO energy (alpha / beta): 0.1430 / 0.1011 Ha
* relative energy (zero: lowest compared OMol25 entry of this formula, charge and spin): 0.0 kcal/mol
* HOMO energy (alpha / beta): -2.919 / -2.886 eV
* HOMO-LUMO gap (alpha / beta): 6.8 / 5.6 eV

Maximum force: 14.0; 1.4; 2.5; 1.1; 1.0; 1.1 (eV/Å)
Total energy: -7309.53621; -7310.55106; -2818.57887; -2945.42229; -2726.83930; -13010.62886 (hartree)